1.
87
Properties=species:S:1:pos:R:3:mulliken_spin:R:1 method="wB97M-V/def2-TZVPD" lumo_energy_ev="-0.42 / -0.64" homo_energy_ev="-5.93 / -5.93" relative_energy_kcal_mol=49.00 s_squared=2.02 gap_ha="0.2025 / 0.1944" multiplicity=3
Ti 0.16547 -0.18472 0.88137 1.11
S -0.72215 1.03894 -0.84771 -0.05
C -1.87037 0.47900 -2.06314 0.01
C -1.76868 1.19300 -3.26274 0.00
C -2.61597 0.97559 -4.33132 0.00
C -3.59673 -0.00053 -4.23810 0.00
C -3.70206 -0.73480 -3.07004 0.00
C -2.87048 -0.50052 -1.96922 0.00
S -3.47259 -1.36774 -0.53461 0.00
C -2.05459 -2.05570 0.40690 -0.02
C -2.19810 -1.49241 1.79458 -0.02
C -3.04702 -2.04018 2.73495 0.02
C -3.29412 -1.31007 3.89721 0.00
C -2.71081 -0.07272 4.08482 0.00
C -1.84634 0.42110 3.10903 0.01
C -1.23910 1.77525 3.21413 0.00
S 0.17393 2.03626 2.12889 -0.01
C -0.18183 3.49225 1.15793 0.01
C 0.97373 4.24082 0.92354 -0.01
C 0.94041 5.36391 0.12660 0.00
C -0.28639 5.75813 -0.41102 0.00
C -1.42949 5.04024 -0.15166 0.00
C -1.44421 3.86244 0.63250 0.00
S -2.94181 3.02284 0.82806 0.00
N -1.60430 -0.31045 2.01747 0.02
H -0.99942 1.95208 -3.33233 0.00
H -2.49852 1.56040 -5.23539 0.00
H -4.27353 -0.19472 -5.06047 0.00
H -4.46213 -1.50238 -2.98808 0.00
H -1.13747 -1.82850 -0.15612 0.00
H -2.11861 -3.14211 0.42898 -0.01
H -3.52688 -2.99300 2.55658 0.00
H -3.96381 -1.71185 4.64724 0.00
H -2.91343 0.51936 4.96644 0.00
H -0.99980 2.04542 4.24023 0.00
H -2.01585 2.45297 2.79169 0.00
H 1.90651 3.92141 1.37735 0.00
H 1.84358 5.92789 -0.06476 0.00
H -0.34815 6.64319 -1.03362 0.00
H -2.37792 5.35701 -0.56614 0.00
C 2.12639 -2.08300 4.49731 -0.01
O 2.98874 -2.14078 3.35643 0.04
C 2.28170 -1.63507 2.31960 0.06
N 1.16871 -1.00094 2.62644 0.07
C 0.97988 -1.13520 4.08834 -0.02
C 1.04140 0.13945 4.89704 0.01
C 0.19264 0.30265 5.98655 0.00
C 0.27697 1.43325 6.78549 0.00
C 1.21611 2.41284 6.49761 0.00
C 2.08099 2.24585 5.42494 0.00
C 2.00021 1.11023 4.63378 0.01
C 2.67954 -1.91164 1.00989 0.32
C 3.90546 -2.57146 0.78316 0.01
C 4.19013 -3.03957 -0.45819 0.11
C 3.19163 -2.90112 -1.44192 0.06
C 2.03904 -2.19674 -1.18311 0.06
N 1.76191 -1.59092 0.01933 0.21
C 1.09317 -2.18066 -2.32258 -0.04
N 0.51180 -1.19319 -2.85013 0.01
C -0.14356 -1.67490 -4.07358 0.00
C 0.01807 -3.20788 -3.99886 0.00
O 0.94239 -3.40314 -2.91475 0.00
C 0.47461 -1.06205 -5.31350 0.00
C 1.72332 -0.45569 -5.28515 0.00
C 2.27878 0.05839 -6.45071 0.00
C 1.59498 -0.03353 -7.65135 0.00
C 0.34387 -0.63735 -7.68599 0.00
C -0.21205 -1.14432 -6.52325 0.00
H 2.70104 -1.70385 5.33821 0.00
H 1.77842 -3.09532 4.70987 0.00
H 0.01428 -1.61393 4.27169 0.00
H -0.54489 -0.46220 6.20489 0.00
H -0.39466 1.55380 7.62692 0.00
H 1.27654 3.30539 7.10738 0.00
H 2.81447 3.00910 5.19723 0.00
H 2.66428 0.99431 3.78535 0.00
H 4.57955 -2.70619 1.61687 0.01
H 5.12126 -3.54315 -0.67716 0.01
H 3.30811 -3.35376 -2.41291 0.00
H -1.19930 -1.40412 -4.04501 0.00
H 0.44671 -3.64713 -4.89799 0.00
H -0.91279 -3.71576 -3.74489 0.00
H 2.24911 -0.36354 -4.34417 0.00
H 3.24932 0.53802 -6.41612 0.00
H 2.03022 0.36899 -8.55751 0.00
H -0.20120 -0.70447 -8.61953 0.00
H -1.19826 -1.59685 -6.54597 0.00

***

2.
106
Properties=species:S:1:pos:R:3:lowdin_charge:R:1 method="wB97M-V/def2-TZVPD" lumo_energy_ev=-10.41 charge=+1 homo_energy_ev=-11.37 gap_ha=0.0354
Hg 33.68539 -20.44130 -21.59446 0.58
As 27.15616 -18.49378 -21.18102 0.89
F 27.90934 -17.10739 -20.24430 -0.33
F 25.50439 -17.74253 -21.08240 -0.32
F 26.54252 -19.74943 -22.20514 -0.27
F 28.83481 -19.22550 -21.38314 -0.35
F 26.91800 -19.42736 -19.69817 -0.28
F 27.46774 -17.52563 -22.68671 -0.33
C 23.86255 -16.66178 -30.07790 -0.05
C 24.95067 -16.83591 -30.92090 -0.08
C 24.83257 -17.12531 -32.25338 0.00
C 23.55580 -17.19824 -32.83183 -0.12
C 22.40595 -16.97984 -32.03379 0.03
C 22.52925 -16.66058 -30.62750 -0.01
N 23.36249 -17.47219 -34.27459 -0.33
O 24.31468 -17.49204 -35.01843 0.09
O 22.20491 -17.64549 -34.73780 0.05
H 23.98664 -16.43784 -29.02869 0.10
H 25.95212 -16.87202 -30.51816 0.11
H 25.72861 -17.28032 -32.83602 0.12
H 21.40625 -17.09469 -32.42598 0.11
H 21.71255 -16.58448 -29.92493 0.10
C 18.66902 -19.28485 -24.98045 -0.05
C 19.49028 -18.69657 -24.01463 -0.03
C 18.97080 -17.68705 -23.20609 0.00
C 17.70786 -17.16559 -23.33849 -0.10
C 16.87989 -17.81151 -24.26469 0.01
C 17.35483 -18.81380 -25.11815 -0.04
N 17.13476 -16.05123 -22.43551 -0.36
O 16.39293 -15.21100 -22.90853 0.09
O 17.66597 -15.97040 -21.38572 0.11
H 19.08753 -20.07539 -25.58568 0.11
H 20.48396 -19.11488 -23.95120 0.12
H 19.53180 -17.12121 -22.47705 0.12
H 15.83915 -17.52322 -24.27663 0.12
H 16.73267 -19.14457 -25.93663 0.11
C 36.34014 -10.20134 -19.04144 -0.05
C 36.24751 -11.09291 -20.13782 -0.03
C 35.62427 -12.32845 -20.01951 -0.01
C 35.20475 -12.75311 -18.78697 -0.10
C 35.51605 -11.94818 -17.60884 0.05
C 36.15093 -10.72326 -17.79978 -0.09
N 34.46952 -14.04450 -18.67275 -0.32
O 34.20837 -14.67159 -19.73397 0.04
O 34.01714 -14.41167 -17.59275 0.08
H 36.76505 -9.21493 -19.15478 0.11
H 36.49882 -10.66908 -21.09886 0.11
H 35.51948 -12.92299 -20.91503 0.12
H 35.25233 -12.12992 -16.57742 0.12
H 36.28008 -10.13019 -16.90647 0.11
C 21.11406 -17.10714 -14.59840 -0.08
C 22.27364 -17.61898 -14.08830 -0.03
C 22.56043 -17.32939 -12.72561 0.05
C 21.66191 -16.56121 -11.96383 -0.13
C 20.47683 -16.11217 -12.50771 0.02
C 20.20616 -16.40878 -13.83527 -0.03
N 21.96000 -16.50402 -10.51660 -0.34
O 21.04707 -16.26574 -9.73600 0.09
O 23.09597 -16.69340 -10.11139 0.07
H 21.05860 -17.07187 -15.67640 0.12
H 22.80204 -18.23300 -14.80256 0.12
H 23.44185 -17.70693 -12.22864 0.12
H 19.89147 -15.46719 -11.86916 0.13
H 19.29126 -16.03668 -14.27221 0.12
C 29.50588 -10.58338 -27.34643 -0.08
C 29.73635 -11.11605 -26.13790 -0.06
C 30.25866 -12.42016 -26.05022 0.07
C 30.84307 -13.06814 -27.20797 -0.12
C 30.73629 -12.43966 -28.43548 0.04
C 29.95910 -11.22923 -28.50653 0.00
N 31.65234 -14.26618 -27.09946 -0.37
O 31.67813 -14.84791 -26.07641 0.14
O 32.25364 -14.55611 -28.14748 0.07
H 29.00975 -9.62427 -27.36570 0.12
H 29.45622 -10.74736 -25.16219 0.12
H 30.36503 -12.94707 -25.11349 0.12
H 31.01817 -12.95384 -29.34243 0.12
H 29.79569 -10.61000 -29.37616 0.11
C 29.57758 -20.43453 -11.14347 -0.02
C 30.10829 -21.74583 -11.22598 -0.04
C 30.87747 -22.11292 -12.29839 -0.01
C 31.00008 -21.33155 -13.44842 -0.11
C 30.26768 -20.10879 -13.46739 0.04
C 29.65601 -19.63613 -12.30528 -0.05
N 31.85612 -21.71840 -14.57254 -0.32
O 31.76649 -21.06847 -15.65588 0.06
O 32.66435 -22.59882 -14.36216 0.10
H 29.04931 -20.13951 -10.24888 0.11
H 30.05580 -22.42607 -10.38878 0.12
H 31.48243 -23.00622 -12.24896 0.12
H 30.27317 -19.45520 -14.32715 0.12
H 29.12877 -18.69364 -12.31666 0.11
C 22.11789 -11.54861 -23.72056 -0.03
C 22.74579 -11.84179 -22.49376 -0.05
C 22.18064 -11.53779 -21.28586 0.02
C 20.93631 -10.89813 -21.28222 -0.13
C 20.28990 -10.60997 -22.41939 -0.01
C 20.91745 -10.84580 -23.61152 -0.06
N 20.29372 -10.64544 -19.96217 -0.36
O 19.12601 -10.34680 -19.91553 0.10
O 20.96958 -10.75061 -18.97626 0.09
H 22.48500 -11.85900 -24.68766 0.11
H 23.70037 -12.34636 -22.51822 0.11
H 22.62516 -11.83858 -20.34866 0.13
H 19.31622 -10.15493 -22.52559 0.13
H 20.46269 -10.69088 -24.57878 0.11

***

3.
94
Properties=species:S:1:pos:R:3:lowdin_charge:R:1 method="wB97M-V/def2-TZVPD" lumo_energy_ev=-3.25 charge=+1 homo_energy_ev=-9.73 relative_energy_kcal_mol=0.00 gap_ha=0.2384
Sc -0.27148 -2.12863 0.83118 0.76
Cl -5.36687 -1.60604 5.58469 0.70
C -4.52130 -1.73862 4.07745 -0.67
C -3.16054 -2.01934 4.10682 -0.06
C -2.45522 -2.12162 2.91641 -0.20
N -1.09049 -2.45130 2.78537 0.00
C -0.21976 -2.36326 3.79266 -0.50
O -0.38395 -1.87600 4.92161 0.01
C 1.12015 -2.95271 3.44052 -0.19
C 2.04274 -3.25176 4.42589 0.03
C 3.22517 -3.87084 4.05655 -0.02
C 3.44828 -4.15806 2.71958 -0.03
C 2.48663 -3.79119 1.79461 -0.14
N 1.34462 -3.19725 2.14406 0.01
C -3.13699 -2.00514 1.68920 -0.19
C -4.49434 -1.71938 1.67124 -0.02
C -5.18014 -1.56646 2.87000 -0.68
Cl -6.86246 -1.17737 2.81899 0.69
N -2.33966 -2.24832 0.55383 -0.02
C -2.87727 -2.80484 -0.55624 -0.47
O -4.04916 -3.00599 -0.82186 0.08
C -1.82615 -3.32125 -1.51996 -0.21
C -2.19637 -3.76606 -2.77592 0.03
C -1.22145 -4.28486 -3.60975 -0.02
C 0.08783 -4.35310 -3.15904 -0.03
C 0.37684 -3.88157 -1.89151 -0.13
N -0.55874 -3.37108 -1.08711 -0.01
H -2.66794 -2.16607 5.05436 0.11
H 1.80569 -3.00718 5.45098 0.13
H 3.96288 -4.13195 4.80357 0.12
H 4.35149 -4.64980 2.38872 0.12
H 2.63878 -3.97500 0.73800 0.09
H -5.02522 -1.62867 0.73854 0.11
H -3.23791 -3.70487 -3.05631 0.13
H -1.48024 -4.64008 -4.59849 0.12
H 0.87745 -4.76471 -3.77120 0.11
H 1.38966 -3.89936 -1.51072 0.08
S 2.18150 -1.36767 -0.31153 0.73
C 1.97468 0.15066 -0.99531 -0.66
N 2.97438 0.86654 -1.47435 -0.09
C 2.75314 2.24052 -1.93167 -0.08
C 1.73069 2.87973 -1.03039 -0.08
N 0.51627 2.07876 -1.08743 -0.08
C -0.75252 2.81843 -1.02222 -0.12
C -1.00368 3.58540 -2.29273 -0.22
C -1.00513 4.97446 -2.28906 -0.05
C -1.22750 5.68247 -3.46359 -0.07
C -1.44502 4.99974 -4.64901 -0.08
C -1.44314 3.60994 -4.66000 -0.07
C -1.22581 2.90487 -3.48829 -0.03
C 0.58211 0.76384 -1.12043 -0.74
S -0.71121 -0.25221 -1.35443 0.79
C 4.33449 0.34269 -1.66491 -0.11
C 4.66524 0.29013 -3.13610 -0.22
C 5.79531 0.92414 -3.63179 -0.04
C 6.09302 0.86518 -4.98762 -0.07
C 5.25474 0.17952 -5.85065 -0.07
C 4.11863 -0.45269 -5.35973 -0.07
C 3.82607 -0.40026 -4.00775 -0.04
H 2.41723 2.23618 -2.97176 0.15
H 3.70896 2.75888 -1.88359 0.14
H 1.48787 3.87956 -1.38590 0.14
H 2.07848 2.93866 0.00602 0.15
H -0.67593 3.48193 -0.15966 0.12
H -1.53431 2.09271 -0.81386 0.09
H -0.83753 5.50751 -1.35939 0.11
H -1.23220 6.76425 -3.45001 0.11
H -1.62045 5.54741 -5.56537 0.11
H -1.62235 3.07724 -5.58468 0.11
H -1.23652 1.82081 -3.49302 0.10
H 4.37825 -0.63775 -1.20076 0.08
H 5.02299 1.00152 -1.13270 0.14
H 6.44930 1.46373 -2.95643 0.11
H 6.97731 1.35981 -5.36651 0.11
H 5.48399 0.13503 -6.90698 0.11
H 3.46374 -0.98924 -6.03358 0.11
H 2.94083 -0.89861 -3.62524 0.11
C -2.52791 0.70366 6.07621 0.01
C -2.20984 1.27172 4.73929 -0.22
C -2.81860 2.37564 4.19280 0.05
C -2.41634 2.78523 2.92245 -0.28
N -1.44932 2.16899 2.24303 0.12
C -0.86236 1.10338 2.77815 -0.69
S 0.42760 0.30806 1.95825 0.69
N -1.25912 0.66257 4.00459 0.15
C -3.07100 3.94364 2.24263 -0.01
H -2.85096 1.49454 6.74999 0.10
H -1.66877 0.18554 6.49811 0.10
H -3.34392 -0.01540 5.98240 0.04
H -3.58589 2.90546 4.73693 0.13
H -0.82073 -0.19275 4.39224 0.11
H -3.66375 4.54048 2.93206 0.08
H -3.73119 3.56474 1.45950 0.10
H -2.31838 4.57043 1.76705 0.08

***

Values of E, in order: -120618.09473, -164500.17964, -138408.07215, all in eV.